A molecular structure, C32H71As2F12N6O8 at a distorted geometry. Source: OMol25; level of theory: ωB97M-V/def2-TZVPD.

electronic energy = -7861.40605 Ha
frontier orbital gap = 0.2901 Ha
charge = +3
E_LUMO = -7.51 eV
HOMO level = -0.5659 Ha

Atoms and positions in Å:
As: -1.73 8.33 25.36
As: -1.39 3.04 23.50
F: 0.00 4.25 23.75
F: -3.41 7.91 25.19
F: -2.09 9.82 26.09
F: -0.10 8.68 25.44
F: -2.06 3.48 25.07
F: -1.88 9.25 23.80
F: -2.74 2.08 23.08
F: -1.39 6.81 24.57
F: -1.67 7.59 26.87
F: -2.15 4.44 22.81
F: -0.73 2.76 21.98
F: -0.57 1.74 24.14
O: -5.48 6.49 28.81
O: -3.19 0.49 27.88
O: -5.56 8.68 29.60
O: -4.52 0.18 22.04
O: 2.61 3.50 21.20
O: 0.17 -0.63 32.65
O: -3.52 5.36 19.27
O: -0.23 9.84 30.91
N: -0.28 -1.03 30.35
N: -4.15 2.21 29.03
N: -2.40 9.38 29.92
N: 2.39 5.79 21.62
N: -4.59 -0.42 22.95
N: -4.21 5.42 20.11
C: 2.31 4.95 19.21
C: -4.86 4.00 20.41
C: -6.13 0.95 24.27
C: -0.23 9.53 28.54
C: -0.77 9.64 29.89
C: -6.65 8.25 27.57
C: -5.56 7.41 20.07
C: -4.56 6.60 20.94
C: 0.92 6.18 21.89
C: -3.79 2.91 20.16
C: -0.30 0.22 29.50
C: -5.95 3.82 19.38
C: -6.16 5.20 22.26
C: -5.15 6.31 22.26
C: -7.04 -1.04 22.94
C: -2.71 -0.60 24.59
C: 2.07 -0.95 31.15
C: -5.79 7.73 28.67
C: -5.08 -2.84 24.71
C: -4.13 0.91 28.60
C: -5.46 3.91 21.80
C: -3.42 -1.29 23.47
C: -5.82 -0.54 23.82
C: -2.42 -1.32 22.28
C: -5.24 -0.07 29.05
C: -2.65 8.50 31.14
C: -3.45 3.32 28.37
C: 2.45 4.57 20.66
C: 0.67 -0.83 31.60
C: -3.89 -2.71 23.83
C: -3.33 7.45 21.00
C: -5.72 -1.49 25.06
H: -3.48 8.27 21.71
H: -4.05 -3.24 22.89
H: -6.24 3.14 21.75
H: -2.55 6.86 21.46
H: -5.77 -3.46 24.13
H: -4.88 -1.09 28.87
H: -3.01 7.71 19.98
H: 2.36 -0.14 30.44
H: -3.77 2.65 19.10
H: -6.06 0.13 28.34
H: -2.96 10.24 30.10
H: -4.82 -3.35 25.64
H: 2.47 3.98 18.65
H: -2.85 -1.72 21.36
H: -6.95 -2.06 22.50
H: -3.60 8.80 31.56
H: -2.63 7.44 30.82
H: -5.67 0.18 30.04
H: -5.58 4.13 18.38
H: -0.16 -1.91 29.87
H: -1.92 8.80 31.89
H: -7.02 5.44 21.62
H: -5.96 9.40 29.40
H: -7.30 -0.27 22.18
H: -5.08 -1.04 25.82
H: -2.52 0.46 24.37
H: -4.16 2.03 20.78
H: -5.42 1.35 25.02
H: -2.11 -0.21 22.11
H: -3.27 -0.59 25.55
H: 2.66 -0.81 32.05
H: 2.97 6.52 21.30
H: -6.60 5.11 23.26
H: -0.88 9.74 27.71
H: -1.15 -0.99 30.85
H: -1.78 -1.06 24.80
H: -2.71 3.75 29.06
H: -5.58 8.40 20.48
H: -6.51 6.91 20.17
H: 0.07 8.45 28.51
H: -3.07 2.94 27.45
H: -7.81 -1.02 23.69
H: 0.67 10.16 28.61
H: -4.26 4.05 28.20
H: 0.37 6.40 20.94
H: -6.17 2.75 19.30
H: -6.26 1.54 23.40
H: -6.37 7.80 26.58
H: -0.56 0.97 30.24
H: -7.11 0.88 24.79
H: -2.95 -3.18 24.10
H: 0.48 5.28 22.33
H: 1.33 5.43 19.04
H: -5.01 2.53 29.46
H: 0.76 7.03 22.55
H: -7.76 8.01 27.77
H: -1.53 -1.90 22.57
H: -5.65 7.22 22.55
H: -2.84 8.84 29.15
H: -5.28 7.45 19.02
H: -1.11 0.15 28.72
H: -6.75 -1.66 25.52
H: -2.77 3.15 20.48
H: -4.40 6.16 23.07
H: 2.25 -1.98 30.83
H: 3.10 5.61 18.86
H: -6.55 9.34 27.56
H: 0.66 0.39 29.06
H: 2.77 5.47 22.56
H: -4.71 3.59 22.56
H: -6.85 4.47 19.64